1.
{
  "formula": "C12H15N2O",
  "method": "ωB97M-V with the def2-TZVPD basis set",
  "elements": ["C", "N", "C", "C", "C", "C", "C", "C", "C", "C", "O", "C", "N", "C", "C", "H", "H", "H", "H", "H", "H", "H", "H", "H", "H", "H", "H", "H", "H", "H"],
  "coordinates": [[1.914, 2.411, -0.170], [0.968, 1.370, -0.163], [-0.337, 1.648, -0.263], [-1.117, 0.549, -0.172], [-2.481, 0.174, -0.161], [-3.348, 1.094, 0.483], [-4.751, 0.704, 0.582], [-5.179, -0.525, 0.036], [-4.226, -1.409, -0.450], [-2.882, -1.093, -0.615], [-0.228, -0.561, 0.000], [1.013, -0.128, -0.007], [2.049, -0.896, 0.235], [3.506, -0.581, 0.167], [1.767, -2.304, 0.356], [1.405, 3.438, -0.251], [2.534, 2.574, 0.836], [2.686, 2.278, -0.989], [-0.440, 2.710, -0.199], [-2.928, 1.987, 0.957], [-5.379, 1.362, 1.309], [-6.173, -0.785, 0.327], [-4.727, -2.417, -0.492], [-2.162, -1.801, -1.027], [3.630, 0.533, -0.087], [4.013, -0.577, 1.185], [4.051, -1.342, -0.286], [2.196, -2.734, 1.379], [0.730, -2.571, 0.110], [2.364, -2.756, -0.429]],
  "charge": 1,
  "e_above_lowest_kj_mol": 230.3,
  "lumo_energy_ha": -0.0978,
  "total_energy_ha": -650.68259,
  "smiles": "Cn1cc(-c2ccccc2)oc1=[N+](C)C",
  "orbital_gap_ev": 8.82
}



2.
{
  "formula": "C12H15N3O2S",
  "method": "ωB97M-V with the def2-TZVPD basis set",
  "elements": ["C", "C", "C", "C", "C", "C", "C", "C", "N", "S", "O", "O", "C", "C", "N", "C", "N", "C", "H", "H", "H", "H", "H", "H", "H", "H", "H", "H", "H", "H", "H", "H", "H"],
  "coordinates": [[0.229, -2.871, 3.599], [-0.012, -2.277, 2.245], [-1.207, -2.521, 1.576], [-1.436, -1.972, 0.328], [-0.480, -1.165, -0.265], [0.718, -0.905, 0.388], [1.738, 0.018, -0.218], [1.701, 1.387, 0.483], [0.389, 1.985, 0.520], [-0.079, 3.023, -0.672], [1.016, 3.898, -0.943], [-1.354, 3.547, -0.273], [-0.437, 2.051, -2.114], [0.253, 1.482, -3.152], [-0.606, 0.820, -3.963], [-1.795, 0.983, -3.447], [-1.748, 1.720, -2.317], [0.936, -1.467, 1.640], [1.273, -2.776, 3.887], [-0.379, -2.360, 4.346], [-0.045, -3.924, 3.611], [-1.955, -3.150, 2.035], [-2.363, -2.175, -0.188], [-0.656, -0.753, -1.248], [1.536, 0.143, -1.283], [2.740, -0.396, -0.102], [2.338, 2.107, -0.032], [2.051, 1.280, 1.515], [-0.348, 1.380, 0.846], [1.302, 1.522, -3.364], [-2.698, 0.579, -3.859], [-2.491, 2.062, -1.726], [1.871, -1.273, 2.148]],
  "e_above_lowest_kj_mol": 159.0,
  "lumo_energy_ha": 0.0225,
  "total_energy_ha": -1179.20760,
  "smiles": "Cc1cccc(CCNS(=O)(=O)c2cnc[nH]2)c1",
  "orbital_gap_ev": 9.90
}



3.
{
  "formula": "C12H15N3OS",
  "method": "ωB97M-V with the def2-TZVPD basis set",
  "elements": ["C", "C", "C", "C", "C", "C", "N", "C", "N", "S", "N", "C", "C", "H", "H", "H", "H", "H", "H", "H", "H", "H", "C", "C", "O", "C", "H", "H", "H", "H", "H", "H"],
  "coordinates": [[3.156, -2.536, -1.412], [2.078, -2.421, -0.540], [1.001, -1.428, -0.952], [-0.281, -1.923, -1.452], [-1.200, -0.990, -1.850], [-2.555, -1.429, -2.425], [-3.556, -1.445, -1.309], [-0.901, 0.418, -1.758], [-1.722, 1.415, -2.136], [-0.888, 2.774, -1.869], [0.553, 2.250, -1.247], [0.366, 0.916, -1.261], [1.304, -0.097, -0.859], [3.283, -3.430, -2.037], [3.827, -1.665, -1.475], [2.012, -2.971, 0.412], [-0.476, -2.997, -1.499], [-2.877, -0.673, -3.157], [-2.470, -2.433, -2.871], [-3.627, -0.465, -1.024], [-3.046, -1.868, -0.530], [2.293, 0.206, -0.499], [0.421, 2.108, 1.877], [0.793, 1.632, 3.259], [1.613, 0.758, 3.425], [0.098, 2.290, 4.427], [0.992, 1.553, 1.142], [-0.643, 1.939, 1.697], [0.654, 3.170, 1.774], [-0.979, 2.129, 4.358], [0.316, 3.359, 4.435], [0.460, 1.851, 5.355]],
  "e_above_lowest_kj_mol": 552.9,
  "lumo_energy_ha": -0.0278,
  "total_energy_ha": -1103.81706,
  "orbital_gap_ev": 7.20
}



4.
{
  "formula": "C12H15N3S",
  "method": "ωB97M-V with the def2-TZVPD basis set",
  "elements": ["C", "C", "C", "N", "C", "N", "C", "N", "S", "C", "C", "C", "C", "C", "C", "C", "H", "H", "H", "H", "H", "H", "H", "H", "H", "H", "H", "H", "H", "H", "H"],
  "coordinates": [[-3.405, -1.323, -0.018], [-1.883, -1.177, -0.055], [-1.196, -2.404, 0.540], [-1.513, -0.040, 0.738], [-1.149, 1.056, 0.263], [-0.795, 2.060, 1.142], [-0.556, 3.318, 0.834], [-0.321, 4.411, 0.580], [-1.038, 1.499, -1.492], [0.761, 1.894, -1.600], [1.557, 0.879, -0.849], [2.198, 1.218, 0.335], [2.890, 0.259, 1.054], [2.945, -1.046, 0.599], [2.311, -1.391, -0.583], [1.620, -0.434, -1.303], [-3.742, -1.420, 1.011], [-3.705, -2.206, -0.575], [-3.876, -0.449, -0.461], [-1.566, -1.040, -1.101], [-1.461, -3.291, -0.029], [-1.507, -2.535, 1.572], [-0.116, -2.276, 0.515], [-0.830, 1.807, 2.122], [0.918, 2.906, -1.231], [0.959, 1.858, -2.671], [2.161, 2.239, 0.690], [3.387, 0.534, 1.973], [3.481, -1.795, 1.164], [2.354, -2.408, -0.945], [1.115, -0.703, -2.220]],
  "e_above_lowest_kj_mol": 40.5,
  "lumo_energy_ha": 0.0225,
  "total_energy_ha": -1028.70663,
  "smiles": "CC(C)/N=C(/NC#N)SCc1ccccc1",
  "orbital_gap_ev": 9.74
}



5.
{
  "formula": "C12H15N4O",
  "method": "ωB97M-V with the def2-TZVPD basis set",
  "elements": ["C", "O", "C", "C", "C", "C", "C", "C", "C", "C", "N", "C", "C", "N", "C", "N", "N", "H", "H", "H", "H", "H", "H", "H", "H", "H", "H", "H", "H", "H", "H", "H"],
  "coordinates": [[-2.694, -1.838, -4.100], [-3.095, -0.767, -3.274], [-2.314, -0.416, -2.233], [-2.815, 0.674, -1.473], [-2.157, 1.170, -0.380], [-0.955, 0.561, -0.018], [-0.431, -0.530, -0.771], [-1.125, -1.022, -1.887], [0.785, -0.900, -0.171], [0.966, -0.053, 0.915], [-0.104, 0.815, 1.010], [-0.095, 1.915, 1.942], [0.648, 1.510, 3.226], [1.859, 0.770, 2.995], [1.932, 0.062, 1.940], [3.200, -0.715, 1.844], [3.975, -0.314, 0.719], [-3.470, -1.931, -4.857], [-1.736, -1.629, -4.586], [-2.625, -2.772, -3.535], [-3.749, 1.104, -1.797], [-2.558, 2.000, 0.178], [-0.715, -1.850, -2.441], [1.441, -1.688, -0.485], [0.405, 2.777, 1.482], [-1.120, 2.200, 2.183], [0.010, 0.879, 3.855], [0.911, 2.396, 3.807], [3.647, -0.579, 2.776], [2.974, -1.714, 1.721], [4.140, 0.689, 0.736], [4.864, -0.804, 0.678]],
  "charge": 1,
  "e_above_lowest_kj_mol": 0.0,
  "lumo_energy_ha": -0.1337,
  "total_energy_ha": -760.25187,
  "smiles": "COc1ccc2c(c1)cc1n2CCN=C1[NH2+]N",
  "orbital_gap_ev": 7.15
}



6.
{
  "formula": "C12H15NO",
  "method": "ωB97M-V with the def2-TZVPD basis set",
  "elements": ["C", "C", "C", "C", "C", "C", "C", "C", "C", "C", "C", "C", "N", "O", "H", "H", "H", "H", "H", "H", "H", "H", "H", "H", "H", "H", "H", "H", "H"],
  "coordinates": [[-0.643, 3.067, 0.295], [0.443, 0.991, 0.464], [-0.539, 1.744, -0.141], [-0.034, -0.841, -0.540], [0.314, 3.651, 1.184], [1.291, 1.347, 1.548], [0.535, 4.934, 1.472], [-1.467, 1.104, -1.086], [-0.879, -0.206, -1.581], [1.572, -2.283, 0.667], [0.374, -3.089, -1.371], [1.022, -1.844, -0.666], [1.256, 2.738, 1.711], [1.910, 0.629, 2.255], [-1.251, 3.708, -0.342], [1.252, 5.108, 2.213], [-0.190, 5.711, 1.092], [-2.278, 0.870, -0.466], [-1.840, 1.648, -1.918], [-0.246, -0.058, -2.482], [-1.662, -0.875, -1.938], [0.679, -2.408, 1.401], [2.121, -1.520, 1.074], [2.126, -3.161, 0.636], [0.944, -3.316, -2.243], [-0.703, -2.906, -1.517], [0.557, -3.860, -0.650], [1.836, -1.328, -1.346], [1.676, 3.036, 2.589]],
  "e_above_lowest_kj_mol": 628.9,
  "lumo_energy_ha": [0.0001, -0.0386],
  "total_energy_ha": -596.04809,
  "orbital_gap_ev": [7.70, 6.81]
}



7.
{
  "formula": "C12H16",
  "method": "ωB97M-V with the def2-TZVPD basis set",
  "elements": ["C", "C", "C", "C", "C", "C", "H", "H", "H", "H", "H", "H", "H", "H", "H", "H", "C", "C", "C", "C", "C", "C", "H", "H", "H", "H", "H", "H"],
  "coordinates": [[-1.863, 2.241, -0.204], [-1.476, 1.178, 0.482], [-1.067, -0.096, -0.207], [-2.223, -1.069, -0.201], [-2.953, -1.373, -1.269], [-2.420, -1.685, 1.176], [-1.980, 3.241, 0.242], [-2.019, 2.180, -1.274], [-1.421, 1.220, 1.572], [-0.223, -0.508, 0.358], [-0.743, 0.116, -1.244], [-2.851, -0.895, -2.242], [-3.736, -2.112, -1.169], [-2.369, -0.905, 1.945], [-1.567, -2.367, 1.381], [-3.378, -2.245, 1.294], [1.675, 3.153, 0.135], [1.895, 2.023, -0.176], [2.387, 0.697, -0.555], [2.679, -0.335, 0.562], [3.430, -1.523, 0.096], [4.093, -2.441, -0.333], [1.420, 4.150, 0.370], [3.328, 0.867, -1.098], [1.747, 0.255, -1.326], [1.731, -0.653, 1.033], [3.237, 0.136, 1.385], [4.666, -3.252, -0.732]],
  "e_above_lowest_kj_mol": 329.6,
  "lumo_energy_ha": 0.0314,
  "total_energy_ha": -466.64944,
  "smiles": "C=CCC(=C)C.C#CCCC#C",
  "orbital_gap_ev": 9.93
}